DFT (ωB97M-V with the def2-TZVPD basis set) results for a single C3H9N2OP molecule.

Each line ends with the natural charge from an NBO analysis.
Element x y z (Å)
C 0.829359 -0.512497 -1.015072  -0.484
C 0.143669 -1.369509 0.103953  -0.238
C 1.087695 0.890010 -0.336292  0.218
N 0.491221 0.769841 1.027706  -0.488
N -0.411250 -0.355927 0.971809  -0.519
O 0.315454 1.994878 -0.796088  -0.742
P -2.009886 0.409758 0.576955  0.483
H 1.654505 -0.920164 -1.603387  0.227
H 0.126442 -0.349855 -1.830457  0.228
H -0.628867 -2.068297 -0.174320  0.215
H 0.798232 -1.908982 0.765098  0.192
H 2.067500 1.266374 -0.355566  0.181
H 1.159610 0.504853 1.712626  0.352
H -0.407254 2.170056 -0.220231  0.491
H -2.653765 -0.122072 1.579967  -0.060
H -2.562663 -0.398468 -0.406702  -0.056

Atomic forces in eV per Å
C -0.5 0.5 -0.4
C 0.6 1.1 -0.2
C -3.0 0.1 1.3
N 0.7 -1.6 -0.4
N -2.3 1.7 0.0
O 1.3 -0.2 -3.0
P 2.5 1.2 -1.1
H 0.4 -0.1 0.8
H -0.5 0.2 0.2
H -0.2 -0.1 -0.6
H 1.0 -0.5 -0.2
H 1.6 -0.1 0.2
H 0.9 -0.1 0.7
H -0.8 -0.1 0.9
H -1.7 -1.3 2.1
H 0.0 -0.7 -0.4

## Properties
- Charge: 0
- Kohn-Sham gap: 0.3596 Ha
- LUMO: 0.959 eV
- SMILES: O[C@@H]1CCN(P)N1